Entry 1:
{"formula": "C6Cl8", "method": "ωB97M-V/def2-TZVPD", "elements": ["Cl", "C", "Cl", "C", "C", "Cl", "Cl", "C", "Cl", "C", "Cl", "C", "Cl", "Cl"], "positions_angstrom": [[1.55972, -2.59546, 1.50852], [1.60676, -0.91204, 0.98164], [3.05728, -0.04039, 1.30657], [0.52460, -0.32755, 0.37537], [-0.75001, -1.03453, -0.06623], [-1.77109, -1.60480, 1.25528], [-0.31013, -2.37555, -1.15937], [-1.45240, 0.07820, -0.79529], [-2.94662, -0.14030, -1.76709], [-0.78748, 1.27604, -0.72103], [-1.41995, 2.69732, -1.48889], [0.49977, 1.13737, 0.02161], [1.78093, 1.76318, -1.01388], [0.40862, 2.07851, 1.56280]], "mulliken_charge": [-0.13, 0.95, -0.11, -0.90, 0.62, -0.09, -0.09, -0.22, -0.14, -0.18, -0.13, 0.58, -0.08, -0.09], "smiles": "ClC(Cl)=C1C(Cl)(Cl)C(Cl)=C(Cl)C1(Cl)Cl"}

=====

Entry 2:
{"formula": "C33H38HfN2P2SSbSe4Te", "method": "ωB97M-V/def2-TZVPD", "elements": ["Hf", "C", "C", "P", "C", "C", "C", "C", "C", "C", "C", "C", "C", "C", "C", "C", "C", "P", "C", "C", "C", "C", "C", "C", "C", "C", "C", "C", "C", "C", "H", "H", "H", "H", "H", "H", "H", "H", "H", "H", "H", "H", "H", "H", "H", "H", "H", "H", "H", "H", "H", "H", "H", "H", "H", "H", "Se", "Sb", "Se", "Se", "Se", "Te", "C", "C", "C", "C", "S", "H", "H", "H", "N", "C", "C", "N", "H", "H", "H", "H", "H", "H", "H", "H", "H"], "positions_angstrom": [[1.66734, 0.66520, -0.70231], [-2.81819, 0.11043, -0.23325], [-2.28244, 1.37007, 0.44787], [-0.84233, 2.12112, -0.40227], [-0.46371, 3.55862, 0.65972], [-0.90189, 3.64237, 1.97969], [-0.51353, 4.70641, 2.78602], [0.32596, 5.69172, 2.28373], [0.75394, 5.61992, 0.96467], [0.35744, 4.56663, 0.15721], [-1.62316, 2.88357, -1.85606], [-1.48268, 2.28542, -3.10348], [-2.12067, 2.81402, -4.21588], [-2.90011, 3.95312, -4.08845], [-3.04562, 4.55788, -2.84593], [-2.41358, 4.02583, -1.73539], [-2.13359, -1.15793, 0.26737], [-0.39105, -1.39913, -0.26206], [-0.64951, -1.70156, -2.04784], [0.13498, -0.97623, -2.92592], [0.02732, -1.06816, -4.30541], [-0.91102, -1.94013, -4.82951], [-1.71787, -2.68672, -3.97535], [-1.59776, -2.56592, -2.60183], [0.02020, -2.99235, 0.50875], [1.18969, -3.10866, 1.25411], [1.52309, -4.31314, 1.85859], [0.68547, -5.40719, 1.72884], [-0.49649, -5.29593, 1.00826], [-0.83026, -4.09566, 0.40689], [-2.75302, 0.18570, -1.32397], [-3.88246, 0.02447, -0.00647], [-2.00089, 1.11804, 1.47257], [-3.05175, 2.14588, 0.48898], [-1.56314, 2.89203, 2.39266], [-0.90066, 4.78677, 3.79589], [0.62219, 6.52581, 2.90574], [1.39863, 6.38972, 0.56044], [0.68615, 4.52511, -0.87597], [-0.86524, 1.40346, -3.21580], [-1.99997, 2.34053, -5.18106], [-3.39031, 4.37459, -4.95548], [-3.65293, 5.44713, -2.74421], [-2.53243, 4.51234, -0.77426], [-2.67718, -2.03774, -0.08365], [-2.14749, -1.18626, 1.35931], [0.90523, -0.29525, -2.55820], [0.66878, -0.47628, -4.94374], [-1.01699, -2.04438, -5.90083], [-2.44864, -3.36901, -4.38778], [-2.25320, -3.15165, -1.97256], [1.85746, -2.26172, 1.33730], [2.44538, -4.39528, 2.41718], [0.95005, -6.34966, 2.18980], [-1.15766, -6.14658, 0.91206], [-1.76165, -4.03501, -0.13795], [5.87081, 2.14220, -0.81928], [3.87564, 3.28767, -0.54725], [3.44138, -1.16152, -0.60148], [2.27129, 2.32191, -2.47159], [2.36145, 1.67706, 1.46158], [3.42820, -2.47899, -2.76858], [3.06390, -4.33460, -1.90403], [3.90554, -5.07412, -1.11887], [3.34777, -6.32269, -0.74851], [2.09612, -6.50800, -1.26135], [1.58977, -5.16273, -2.17409], [4.89070, -4.73851, -0.83068], [3.85798, -7.05730, -0.14417], [1.46077, -7.37152, -1.15214], [1.65406, 2.30894, 4.53089], [1.01418, 1.15416, 5.24759], [-0.35012, 0.84663, 4.63329], [-0.33759, 0.17680, 3.35341], [2.52169, 2.61145, 4.97207], [1.02585, 3.11500, 4.48072], [1.87913, 2.06195, 3.52505], [0.94516, 1.42540, 6.30006], [1.69659, 0.31161, 5.14000], [-0.90768, 1.78424, 4.53133], [-0.91100, 0.24394, 5.34845], [0.09228, -0.73994, 3.41394], [0.18793, 0.69454, 2.65285]], "mulliken_charge": [0.05, -1.26, -1.16, 2.16, 0.36, -0.57, -0.88, -0.57, -0.82, -0.59, 0.13, -0.01, -0.63, -0.57, -0.77, -0.54, -1.22, 1.07, 1.83, -0.45, -0.98, -0.73, -0.83, -0.33, 0.62, 0.17, -0.92, -0.55, -0.86, -0.34, 0.19, 0.45, 0.33, 0.70, 0.42, 0.61, 0.43, 0.47, 0.62, 0.13, 0.48, 0.40, 0.43, 0.39, 0.82, 0.67, -0.41, 0.59, 0.44, 0.47, 0.21, 0.41, 0.43, 0.43, 0.46, 0.05, -0.43, 0.29, -0.20, -0.42, -0.12, 0.12, -0.06, -0.34, -0.54, -0.47, -0.07, 0.45, 0.43, 0.45, 0.15, -0.49, -0.81, 0.04, 0.45, 0.32, -0.72, 0.42, 0.33, 0.31, 0.49, 0.25, -0.31], "total_charge": 1, "de_lowest_kcal_mol": 18.6}

=====

Number 1: highest occupied orbital energy -10.040 eV, LUMO level -0.330 eV, HOMO-LUMO gap 9.7 eV. Number 2: highest occupied orbital energy -9.437 eV, LUMO level -2.673 eV, HOMO-LUMO gap 6.8 eV.